<1>
15
Properties=species:S:1:pos:R:3 method="wB97M-V/def2-TZVPD" homo_ha=-0.573 e_lumo_ev=-3.49 smiles=C1CC[NH2+]C1 multiplicity=1 charge=+1
C -0.1495 0.1742 -1.2880
C 1.0946 0.4455 -0.5178
C 0.7679 0.1140 1.0763
N -0.8203 -0.1473 1.0433
C -1.0178 -0.6572 -0.3599
H -0.1014 -0.1505 -2.3485
H -0.6763 1.1270 -1.4345
H 1.5516 1.4377 -0.7315
H 2.0536 -0.0826 -0.8148
H 0.9996 1.0450 1.7300
H 1.3244 -0.8145 1.5778
H -1.3239 0.7676 1.2295
H -1.0854 -0.7713 1.8056
H -2.1299 -0.8975 -0.6227
H -0.4870 -1.5903 -0.3447

***

<2>
15
Properties=species:S:1:pos:R:3 method="wB97M-V/def2-TZVPD" homo_ha=-0.566 e_lumo_ev=-8.71 multiplicity=1 charge=+1
C 1.6503 -0.2540 -1.2076
N 0.8387 -1.0881 -0.3933
C 1.3087 -1.0160 0.9579
C 2.4866 -0.0369 0.9657
C 2.1422 0.8440 -0.2380
H 2.5099 -0.8381 -1.6118
H 1.0846 0.1072 -2.0846
H -12.2271 1.4270 -0.5394
H -12.1685 0.7135 -0.7908
H 1.6258 -2.0221 1.2772
H 0.4786 -0.6890 1.6107
H 2.5839 0.5155 1.9022
H 3.4285 -0.5649 0.7632
H 2.9789 1.4332 -0.5936
H 1.2789 1.4688 -0.0178

***

Question: which arrangement is favored energetically? Ranking from most to least stable: <1>, <2>.

***

<1>
12
Properties=species:S:1:pos:R:3 method="wB97M-V/def2-TZVPD" homo_ha=-0.165 e_lumo_ev=4.24 multiplicity=1 charge=-1
O -1.4349 1.2590 -0.3273
C -0.5605 0.4397 0.0153
O -0.5548 -0.2552 1.0673
C 0.7274 0.4122 -0.8423
N 0.5851 0.7955 -2.2319
H 1.1240 -0.5779 -0.7476
H 1.4062 1.0446 -0.2619
H 0.0329 0.0701 -2.6684
H 0.0588 1.6578 -2.2890
H 0.4697 -2.7487 1.5726
H 0.5116 -1.2994 1.5806
O 0.8764 -2.0764 2.1394

***

<2>
12
Properties=species:S:1:pos:R:3 method="wB97M-V/def2-TZVPD" homo_ha=-0.158 e_lumo_ev=4.23 multiplicity=1 charge=-1
O -0.0923 -1.3419 -1.6211
C -0.3132 -0.3399 -0.8834
O -1.4421 0.0993 -0.5030
C 0.8322 0.5849 -0.9740
N 1.1666 1.3713 0.2768
H 1.7925 0.1454 -1.2868
H 0.4437 1.5289 -1.7203
H 1.1967 0.6628 0.9759
H 0.3022 1.9501 0.5673
H -1.1773 -2.3517 1.8977
H -1.3295 -0.9374 1.1735
O -1.3797 -1.3719 2.0973

***

Question: which arrangement is favored energetically? Ranking from most to least stable: <1>, <2>.

***

<1>
12
Properties=species:S:1:pos:R:3 method="wB97M-V/def2-TZVPD" homo_ha=-0.157 e_lumo_ev=4.25 multiplicity=1 charge=-1
O 2.2550 0.4700 -0.7983
C 1.0958 0.1948 -0.3408
O 0.6689 0.2045 0.8362
C 0.1206 -0.4333 -1.4282
N -1.4087 -0.0609 -1.2877
H 0.3311 0.1967 -2.3101
H 0.1426 -1.4098 -1.2429
H -1.5631 0.6187 -2.0430
H -1.3649 0.5350 -0.4351
H -2.3504 -0.4089 1.8215
H -0.9717 -0.2352 2.4260
O -1.8814 -0.3545 2.6386

***

<2>
12
Properties=species:S:1:pos:R:3 method="wB97M-V/def2-TZVPD" homo_ha=-0.133 e_lumo_ev=4.14 multiplicity=1 charge=-1
O 0.5314 0.3411 2.1941
C 0.3885 0.0609 1.0501
O -0.1576 -0.9449 0.5015
C 0.8273 1.2090 -0.0716
N 0.5560 0.5776 -1.4144
H 0.1733 2.1421 0.0700
H 1.9508 1.4388 0.0112
H -0.4327 0.3419 -1.5017
H 1.0620 -0.2992 -1.3949
H -2.4120 -0.6132 -1.3497
H -1.3641 -1.0912 -0.6538
O -1.6443 -1.0939 -1.5895

***

Question: which arrangement is favored energetically? Ranking from most to least stable: <2>, <1>.